# 1
48
Properties=species:S:1:pos:R:3 method="wB97M-V/def2-TZVPD" orbital_gap_ev=9.55 e_tot_ev=-75891.478 total_charge=0
I -1.4853 -1.9657 -3.2961
I -4.0648 -3.0710 2.4239
S -2.7301 2.2525 -0.5244
S 2.3381 -0.8783 -2.9611
S -0.5401 1.8819 -3.7140
O 3.0466 -0.8026 -1.7093
O 0.2997 0.4654 -3.9339
O 2.9829 -0.3058 -4.1058
O -1.7481 1.2818 -2.7658
O -1.1222 2.1453 -4.9858
C 2.8120 1.0420 4.4311
C 0.9908 1.2142 2.3227
C 3.2075 1.6181 3.2266
C -0.0291 0.0443 0.3716
C -1.4013 1.3491 -1.3665
C 1.5254 0.5388 4.5825
C -0.2656 -0.8494 -1.9221
C 2.2927 1.7029 2.1808
C 0.6144 0.6280 3.5316
C -1.0426 -0.0421 -0.8097
C 0.0198 1.3397 1.1715
C 2.0075 -2.5683 -3.3252
C 0.7628 0.0084 -2.6779
C -2.2617 -0.8841 -0.3829
C -2.8194 -0.6227 1.0379
C -2.4642 -1.7280 2.0483
H 1.4591 -3.0757 -2.5409
H -2.1120 -1.2925 2.9744
H 4.2025 2.0085 3.0986
H -0.9414 1.6371 1.5850
H -1.6360 -2.3201 1.6779
H -2.5769 0.3539 1.4288
H -3.7578 1.8496 -1.2824
H 1.1014 0.8443 -2.0645
H 0.9729 -0.0707 -0.0449
H 1.1981 0.0932 5.5077
H 2.5842 2.1622 1.2486
H 3.5152 0.9898 5.2464
H 0.3683 2.1730 0.5692
H -0.3935 0.2528 3.6386
H -0.1602 -0.8125 1.0222
H 2.9618 -3.0582 -3.4724
H -3.8999 -0.6339 0.9396
H 0.2975 -1.5930 -1.3702
H -0.5420 2.0101 -1.2972
H 1.4288 -2.6441 -4.2374
H -3.0653 -0.7512 -1.0960
H -1.9304 -1.9172 -0.3790

---

# 2
51
Properties=species:S:1:pos:R:3 method="wB97M-V/def2-TZVPD" orbital_gap_ev="7.92 / 7.53" s2=0.754 spin_multiplicity=2 e_tot_ev=-140738.712 total_charge=+2
Se -0.3344 -0.9489 -1.1230
Ti 0.4332 1.2463 0.1037
P 2.7940 1.6278 -1.9520
P 0.3141 3.3050 -1.5151
O 2.0056 0.8824 -0.8590
O 0.9408 3.5474 -0.1808
O -0.5093 4.4473 -2.1911
O 3.2290 0.8506 -3.1324
O -0.5346 2.0186 -1.3684
O 3.9087 2.4309 -1.1866
N -0.9278 -3.2419 0.5164
N 1.0936 2.1753 -3.9400
N -2.6446 -1.9667 0.2229
C -3.0916 -3.0163 1.0369
C 0.1385 -0.2629 2.0913
C -2.0419 -4.9625 2.0266
C 1.6224 2.9082 -2.7103
C 2.4026 4.1568 -3.1362
C 2.0072 1.2612 2.1496
C -0.7503 0.8207 2.0622
C -0.2523 2.1244 2.1641
C -1.3506 -2.1265 -0.0844
C 1.5103 -0.0431 2.0638
C 0.4144 -3.8256 0.4277
C -3.2596 -5.2401 2.6174
C -4.3207 -3.2905 1.6205
C 1.1303 2.3325 2.2720
C -1.9914 -3.8267 1.2286
C -4.3818 -4.4189 2.4137
H 1.0670 -3.1271 -0.0823
H 4.7527 2.5061 -1.6527
H 2.1928 -0.8783 2.0532
H 0.3695 -4.7573 -0.1311
H -0.8464 5.1681 -1.6420
H -1.8130 0.6502 2.0981
H -5.1888 -2.6631 1.4580
H 1.5076 3.3282 2.4394
H 3.0729 1.4233 2.1988
H -3.2127 -1.2539 -0.2046
H 0.9850 2.8043 -4.7349
H 0.2050 1.7002 -3.7728
H 1.8145 1.4567 -4.1457
H 2.7642 4.6850 -2.2554
H -3.3529 -6.1123 3.2507
H 0.7866 -4.0245 1.4301
H -5.3179 -4.6782 2.8901
H 1.7619 4.8364 -3.7022
H 3.2660 3.8879 -3.7484
H -0.2535 -1.2666 2.1698
H -1.1802 -5.6022 2.1752
H -0.9339 2.9525 2.2706

---

# 3
45
Properties=species:S:1:pos:R:3 method="wB97M-V/def2-TZVPD" orbital_gap_ev=9.59 e_tot_ev=-37840.300 total_charge=0
S 1.8069 0.2777 -1.5917
O -2.9674 2.0665 0.6048
O 2.7042 1.8809 0.5572
N -1.2651 -2.1109 -0.2621
N 1.1176 -0.9068 -2.5009
N 3.2024 1.0869 2.6209
N -0.9445 1.0733 0.8522
C -2.3757 -0.2578 -3.2748
C -2.1843 1.1786 0.3293
C 3.4211 -0.3829 0.6610
C 1.3810 -2.0870 -1.9943
C -2.5613 0.1182 -0.7301
C -1.8275 -1.1338 -0.4827
C 2.1875 -2.0701 -0.8218
C 0.8305 -3.3217 -2.6357
C 1.0130 1.2386 3.7828
C -2.1688 0.6985 -2.1098
C -0.4233 2.0073 1.8350
C -4.0644 -0.1670 -0.6343
C 2.5175 -0.7966 -0.4641
C 2.2941 1.9361 3.3962
C -0.1349 1.2793 3.1167
C 3.0197 0.9495 1.2744
H -1.2014 2.7553 1.9923
H -4.3479 -0.9520 -1.3331
H -4.6110 0.7446 -0.8647
H -4.3347 -0.4840 0.3718
H 2.4933 -2.9554 -0.2828
H -2.7663 1.6033 -2.2400
H 0.4584 2.5064 1.4362
H 1.2296 -4.2198 -2.1671
H -3.4196 -0.5539 -3.3815
H 1.0505 0.6508 4.6950
H -1.7665 -1.1547 -3.1560
H -0.3354 0.3362 0.5312
H -0.9745 0.7094 3.5041
H 2.1090 2.8325 2.8089
H -2.0695 0.2227 -4.2037
H 2.8197 2.2526 4.2973
H -1.1217 1.0048 -2.0764
H 3.4683 -1.1769 1.4065
H -0.2545 -3.3412 -2.5327
H 3.4870 0.2449 3.0971
H 4.4326 -0.2435 0.2666
H 1.0764 -3.3387 -3.6971